# 1
The following is a quantum chemistry calculation of a structure of composition C11H17N2O, from OMol25.

Values from the calculation:
net charge	+1
total energy	-16700.297	eV
gap between HOMO and LUMO	9.3	eV

Atoms and positions in Å:
C1 0.12 -2.03 0.54
C2 3.20 0.20 0.17
C3 2.48 1.55 -0.08
C4 1.44 -0.20 -1.45
C5 1.09 -0.95 0.88
C6 2.20 -0.89 -0.22
C7 1.11 1.06 -0.55
C8 0.45 0.34 0.62
C9 -2.94 0.51 1.37
C10 -3.27 -0.28 -1.06
C11 -2.36 0.47 -0.10
N1 -1.11 -1.53 -0.01
N2 -1.22 -0.31 0.09
O1 0.28 -3.18 0.62
H1 3.99 0.06 -0.61
H2 3.52 0.14 1.18
H3 2.44 2.12 0.84
H4 3.01 2.21 -0.83
H5 2.05 0.00 -2.19
H6 0.63 -0.77 -1.73
H7 1.46 -1.05 1.87
H8 2.51 -1.81 -0.60
H9 0.49 1.86 -1.01
H10 0.19 1.06 1.42
H11 -3.22 1.47 1.58
H12 -3.66 -0.22 1.33
H13 -2.34 0.06 2.15
H14 -4.13 0.49 -1.37
H15 -3.70 -1.18 -0.51
H16 -2.59 -0.59 -1.88
H17 -2.12 1.38 -0.46

The natural (NBO) scheme yields these atomic charges, measured in e: atom 1 (C): 0.65, atom 2 (C): -0.42, atom 3 (C): -0.41, atom 4 (C): -0.39, atom 5 (C): -0.44, atom 6 (C): -0.16, atom 7 (C): -0.28, atom 8 (C): 0.09, atom 9 (C): -0.57, atom 10 (C): -0.61, atom 11 (C): -0.09, atom 12 (N): -0.10, atom 13 (N): 0.10, atom 14 (O): -0.38, atom 15 (H): 0.24, atom 16 (H): 0.23, atom 17 (H): 0.22, atom 18 (H): 0.25, atom 19 (H): 0.22, atom 20 (H): 0.19, atom 21 (H): 0.28, atom 22 (H): 0.24, atom 23 (H): 0.24, atom 24 (H): 0.24, atom 25 (H): 0.24, atom 26 (H): 0.23, atom 27 (H): 0.23, atom 28 (H): 0.25, atom 29 (H): 0.24, atom 30 (H): 0.23, atom 31 (H): 0.23


# 2
The following is a quantum chemistry calculation of an isolated molecule of C4H6N4, from OMol25.

Values from the calculation:
total energy	-10202.989	eV
SMILES	[H]/N=C\N1NC=NC1=C
gap between HOMO and LUMO	9.0	eV

Atoms and positions in Å:
H1 0.36 0.48 -2.63
N1 -0.12 1.33 -2.21
C1 -0.58 1.06 -1.11
N2 -0.45 -0.17 -0.40
N3 0.72 -0.75 -0.73
C2 1.41 -1.05 0.43
N4 0.84 -0.52 1.45
C3 -0.40 -0.11 1.01
C4 -1.35 0.25 1.82
H2 -1.27 1.80 -0.68
H3 0.71 -1.59 -1.41
H4 2.39 -1.55 0.43
H5 -2.45 0.51 1.63
H6 -1.11 0.27 2.92

The natural (NBO) scheme yields these atomic charges, measured in e: atom 1 (H): 0.33, atom 2 (N): -0.63, atom 3 (C): 0.27, atom 4 (N): -0.30, atom 5 (N): -0.46, atom 6 (C): 0.25, atom 7 (N): -0.46, atom 8 (C): 0.24, atom 9 (C): -0.47, atom 10 (H): 0.18, atom 11 (H): 0.39, atom 12 (H): 0.21, atom 13 (H): 0.22, atom 14 (H): 0.22


Results for LUMO: -5.4, 0.7 (in eV, following the order of the records).
Results for energy above the lowest of the compared OMol25 structures with the same formula, charge and spin: 102.5, 68.1 (in kcal/mol, following the order of the records).